Record 1
The following is a quantum chemistry calculation of an isolated ion of composition C8H20N5 and charge +1 at a distorted geometry, from the OMol25 dataset.

For the LUMO energy (alpha / beta), the calculation gives -2.60 / -6.78 eV. For the orbital gap (alpha / beta), the calculation gives 6.213 / 6.688 eV. Its spin multiplicity is 3. Its energy above the lowest of the compared OMol25 structures with the same formula, charge and spin is 311.2 kJ/mol. Its total charge is +1.

Each atom is followed by the atoms it is bonded to, with distances in Å.
Positions of all 33 atoms, in Å:
1 C 1.927 0.232 -2.773  C3 1.508, N9 1.282, N11 1.404
2 C -0.111 -0.350 -0.041  N10 1.308, N12 1.294, N13 1.734
3 C 3.221 -0.141 -3.451  C1 1.508, H14 1.179, H15 1.124, H16 1.124
4 C -2.978 -0.176 3.057  C7 1.648, H17 1.107, H18 1.143, H19 1.041
5 C 0.445 0.384 2.021  N12 1.434, H20 1.111, H21 1.096, H22 1.188
6 C 0.596 2.128 -0.653  N13 1.459, H23 1.042, H24 1.118, H25 1.112
7 C -2.601 -1.150 1.782  C4 1.648, C8 1.510, H26 1.114, H27 1.154
8 C -1.160 -1.596 1.710  C7 1.510, N12 1.446, H28 1.060, H29 1.108
9 N 0.916 0.473 -3.523  C1 1.282, H30 1.062
10 N -0.866 -0.907 -0.951  C2 1.308, H31 1.042, H32 1.043
11 N 2.053 0.388 -1.383  C1 1.404, N13 1.388, H33 0.958
12 N -0.244 -0.589 1.224  C2 1.294, C5 1.434, C8 1.446
13 N 1.137 0.792 -0.423  C2 1.734, C6 1.459, N11 1.388
14 H 3.941 0.745 -3.746  C3 1.179
15 H 3.894 -0.676 -2.727  C3 1.124
16 H 2.875 -0.422 -4.483  C3 1.124
17 H -3.806 0.494 2.754  C4 1.107
18 H -3.096 -0.840 3.980  C4 1.143
19 H -2.245 0.544 3.224  C4 1.041
20 H 0.641 -0.026 3.034  C5 1.111
21 H 1.478 0.547 1.694  C5 1.096
22 H -0.091 1.440 1.931  C5 1.188
23 H 0.543 2.394 -1.659  C6 1.042
24 H 1.415 2.785 -0.270  C6 1.118
25 H -0.388 2.168 -0.135  C6 1.112
26 H -2.866 -0.486 0.928  C7 1.114
27 H -3.351 -2.024 1.856  C7 1.154
28 H -0.808 -1.861 2.675  C8 1.060
29 H -1.081 -2.437 0.993  C8 1.108
30 H 0.025 0.689 -2.987  N9 1.062
31 H -1.536 -1.649 -0.656  N10 1.042
32 H -0.733 -0.876 -1.985  N10 1.043
33 H 2.851 0.003 -1.018  N11 0.958

***

Record 2
The following is a quantum chemistry calculation of a 2-piece molecular cluster, C8H20N5O2S overall at a distorted geometry, from the OMol25 dataset.

For the LUMO energy, the calculation gives -3.42 eV. For the orbital gap, the calculation gives 8.274 eV. Its total charge is +1.

Each atom is followed by the atoms it is bonded to, with distances in Å.
Positions of all 36 atoms, in Å:
1 C 2.549 -0.220 0.397  C2 1.600, H13 1.121, H14 1.128, H15 1.125
2 C 0.953 -0.104 0.411  C1 1.600, S3 1.852, H16 1.128, H17 1.127
3 S 0.310 -1.479 -0.650  C2 1.852, C4 1.869
4 C -0.721 -2.633 0.398  S3 1.869, N5 1.496, H18 1.122, H19 1.130
5 N -2.130 -2.509 -0.089  C4 1.496, C6 1.414, H20 1.030
6 C -2.935 -1.672 0.717  N5 1.414, N7 1.461, N8 1.302
7 N -4.361 -1.986 0.772  C6 1.461, H21 1.022, H22 1.022
8 N -2.526 -0.622 1.370  C6 1.302, C9 1.487, H23 1.026
9 C -3.399 0.274 2.173  N8 1.487, C10 1.687, H24 1.115, H25 1.116
10 C -3.987 1.355 1.019  C9 1.687, C11 1.665, O12 1.455, H26 1.160
11 C -3.022 1.472 -0.334  C10 1.665, O12 1.610, H27 1.123, H28 1.166
12 O -3.200 2.564 0.836  C10 1.455, C11 1.610
13 H 2.974 0.662 0.943  C1 1.121
14 H 2.953 -0.267 -0.655  C1 1.128
15 H 2.827 -1.143 0.977  C1 1.125
16 H 0.664 0.892 -0.034  C2 1.128
17 H 0.610 -0.223 1.478  C2 1.127
18 H -0.583 -2.462 1.498  C4 1.122
19 H -0.372 -3.669 0.113  C4 1.130
20 H -2.530 -3.454 -0.006  N5 1.030
21 H -4.535 -2.714 1.468  N7 1.022
22 H -4.640 -2.281 -0.166  N7 1.022
23 H -1.538 -0.348 1.329  N8 1.026
24 H -4.295 -0.241 2.591  C9 1.115
25 H -2.829 0.903 2.897  C9 1.116
26 H -5.135 1.397 0.861  C10 1.160
27 H -2.769 2.373 -0.954  C11 1.123
28 H -4.000 1.294 -0.943  C11 1.166
29 C 5.572 1.927 -1.806  O30 1.222, N31 1.361, N32 1.360
30 O 5.253 2.095 -0.638  C29 1.222
31 N 6.099 0.757 -2.259  C29 1.361, H33 1.003, H34 1.005
32 N 5.428 2.895 -2.750  C29 1.360, H35 1.005, H36 1.003
33 H 6.368 0.598 -3.212  N31 1.003
34 H 6.221 0.019 -1.589  N31 1.005
35 H 5.043 3.773 -2.451  N32 1.005
36 H 5.684 2.778 -3.713  N32 1.003

***

Record 3
The following is a quantum chemistry calculation of one molecule with the formula C8H20NO2PSi at a distorted geometry, from the OMol25 dataset.

For the LUMO energy (alpha / beta), the calculation gives 0.82 / -2.61 eV. For the orbital gap (alpha / beta), the calculation gives 4.733 / 6.499 eV. Its spin multiplicity is 3. Its total charge is 0.

Each atom is followed by the atoms it is bonded to, with distances in Å.
Positions of all 33 atoms, in Å:
1 C -0.930 2.198 -0.575  C2 1.558, N9 1.469, H14 1.053, H15 1.048
2 C 0.387 3.026 -0.499  C1 1.558, O10 1.403, H16 1.100, H17 1.114
3 C 3.336 -0.815 1.110  C8 1.545, H18 1.114, H19 1.127, H20 1.092
4 C 2.995 -0.704 -1.425  C8 1.527, H21 1.097, H22 1.088, H23 1.175
5 C -2.258 -0.696 -1.547  Si12 1.926, H24 1.076, H25 1.078, H26 1.081
6 C -3.689 0.030 1.287  Si12 2.022, H27 1.044, H28 1.099, H29 1.057
7 C -1.071 -1.828 1.018  Si12 1.928, H30 1.119, H31 1.020, H32 1.143
8 C 2.838 0.020 -0.090  C3 1.545, C4 1.527, O11 1.387, H33 1.062
9 N -0.802 1.139 0.435  C1 1.469, Si12 1.816, P13 1.725
10 O 1.110 2.702 0.659  C2 1.403, P13 1.649
11 O 1.471 0.259 -0.081  C8 1.387, P13 1.706
12 Si -1.946 -0.265 0.305  C5 1.926, C6 2.022, C7 1.928, N9 1.816
13 P 0.758 1.174 1.171  N9 1.725, O10 1.649, O11 1.706
14 H -1.641 2.949 -0.376  C1 1.053
15 H -1.077 1.772 -1.522  C1 1.048
16 H 1.160 2.758 -1.236  C2 1.100
17 H 0.196 4.120 -0.414  C2 1.114
18 H 4.388 -0.549 1.368  C3 1.114
19 H 2.695 -0.701 2.030  C3 1.127
20 H 3.279 -1.876 0.857  C3 1.092
21 H 3.428 -0.147 -2.265  C4 1.097
22 H 2.030 -0.918 -1.881  C4 1.088
23 H 3.506 -1.738 -1.197  C4 1.175
24 H -3.216 -0.277 -1.803  C5 1.076
25 H -1.369 -0.270 -1.984  C5 1.078
26 H -2.347 -1.768 -1.654  C5 1.081
27 H -3.735 0.265 2.304  C6 1.044
28 H -4.389 0.707 0.780  C6 1.099
29 H -4.033 -0.968 1.342  C6 1.057
30 H -0.519 -1.508 1.937  C7 1.119
31 H -1.610 -2.680 1.177  C7 1.020
32 H -0.269 -1.859 0.204  C7 1.143
33 H 3.226 1.004 -0.177  C8 1.062

***

Record 4
The following is a quantum chemistry calculation of a 2-piece molecular cluster, C8H20NO3 overall at a distorted geometry, from the OMol25 dataset.

For the LUMO energy, the calculation gives -2.36 eV. For the orbital gap, the calculation gives 11.811 eV. Its energy above the lowest of the compared OMol25 structures with the same formula, charge and spin is 0.0 kJ/mol. Its total charge is +1.

Each atom is followed by the atoms it is bonded to, with distances in Å.
Positions of all 32 atoms, in Å:
1 C -2.275 0.056 -2.119  C5 1.581, H13 1.087, H14 1.108, H15 1.081
2 C -1.414 -2.652 0.687  C6 1.604, H16 1.104, H17 1.133, H18 1.066
3 C 0.971 1.930 3.338  C7 1.599, H19 1.154, H20 1.104, H21 1.094
4 C 1.895 1.675 -1.843  O11 1.409, H22 1.083, H23 1.093, H24 1.124
5 C -1.030 -0.901 -1.937  C1 1.581, N9 1.498, H25 1.031, H26 1.065
6 C -0.045 -2.146 0.022  C2 1.604, N9 1.473, H27 1.115, H28 1.054
7 C 0.849 1.632 1.772  C3 1.599, O12 1.486, H29 1.130, H30 1.069
8 C 0.970 0.005 -0.575  N9 1.529, O10 1.178, O11 1.314
9 N -0.295 -0.851 -0.633  C5 1.498, C6 1.473, C8 1.529, H31 0.993
10 O 1.910 -0.444 -0.026  C8 1.178
11 O 0.746 0.959 -1.452  C4 1.409, C8 1.314
12 O -0.019 0.433 1.643  C7 1.486, H32 0.822
13 H -2.040 1.071 -1.807  C1 1.087
14 H -2.501 -0.012 -3.201  C1 1.108
15 H -3.178 -0.259 -1.616  C1 1.081
16 H -1.520 -2.329 1.737  C2 1.104
17 H -2.354 -2.270 0.182  C2 1.133
18 H -1.464 -3.715 0.743  C2 1.066
19 H 1.530 2.919 3.137  C3 1.154
20 H 0.063 2.057 3.953  C3 1.104
21 H 1.672 1.404 3.993  C3 1.094
22 H 2.347 1.023 -2.580  C4 1.083
23 H 2.702 1.779 -1.113  C4 1.093
24 H 1.552 2.648 -2.290  C4 1.124
25 H -0.306 -0.723 -2.650  C5 1.031
26 H -1.466 -1.858 -2.103  C5 1.065
27 H 0.316 -2.797 -0.809  C6 1.115
28 H 0.701 -2.172 0.766  C6 1.054
29 H 1.859 1.512 1.282  C7 1.130
30 H 0.544 2.477 1.192  C7 1.069
31 H -0.831 -0.359 0.043  N9 0.993
32 H 0.111 -0.091 2.262  O12 0.822

***

Values for energy, eV, ordered as above
-16056.4454, -30989.0553, -31367.5935, -16243.8176